# C29H58BI2N4O6

C29H58BI2N4O6 as an isolated structure at a distorted geometry (wB97M-V/def2-TZVPD, the Open Molecules 2025 dataset).

Element x y z (Å)
C: -3.767 0.169 -3.851
O: -2.501 0.128 -3.097
C: -2.671 -0.523 -1.787
C: -2.029 -2.047 -1.706
C: -0.737 -2.183 -0.706
C: 0.537 -1.387 -1.443
C: 0.759 -0.015 -0.564
N: 1.350 1.156 -1.334
C: 0.282 1.630 -2.293
C: 0.532 3.084 -2.996
C: 0.181 4.563 -2.299
C: 0.418 6.012 -3.081
C: 1.011 6.076 -4.621
C: 1.356 4.642 -5.340
C: 1.919 4.519 -6.910
C: 1.124 3.224 -4.555
B: 2.579 0.533 -2.049
N: 2.876 0.711 -3.536
O: 3.557 -0.362 -1.330
C: 1.930 2.264 -0.483
I: 4.036 2.998 -0.655
C: 1.158 3.047 0.564
C: -0.425 2.797 0.861
I: 2.120 4.660 1.772
H: -4.344 -0.859 -3.792
H: -3.512 0.344 -5.003
H: -4.478 1.069 -3.550
H: -2.286 0.132 -0.896
H: -3.845 -0.641 -1.623
H: -2.900 -2.830 -1.481
H: -1.683 -2.301 -2.820
H: -0.468 -3.337 -0.653
H: -0.917 -1.833 0.396
H: 1.443 -2.160 -1.357
H: 0.193 -1.223 -2.547
H: 1.524 -0.274 0.307
H: -0.272 0.200 -0.056
H: -0.760 1.537 -1.718
H: 0.189 0.851 -3.193
H: -0.276 4.634 -1.225
H: 0.132 7.051 -2.570
H: 1.163 7.075 -5.224
H: 1.154 3.778 -7.450
H: 2.965 3.946 -6.953
H: 1.938 5.560 -7.445
H: 1.353 2.194 -5.104
H: 3.263 1.681 -3.646
H: 3.695 0.080 -3.786
H: 3.490 -1.263 -1.771
H: -0.807 3.625 1.631
H: -1.135 2.933 -0.089
H: -0.628 1.762 1.420
C: -3.622 -5.551 -3.519
O: -3.850 -6.767 -2.820
C: -3.468 -6.693 -1.441
C: -4.706 -6.826 -0.542
N: -5.553 -5.631 -0.638
C: -6.856 -5.788 0.018
C: -7.831 -6.810 -0.598
O: -8.298 -6.446 -1.898
C: -7.469 -6.888 -2.965
H: -3.847 -5.718 -4.576
H: -4.278 -4.760 -3.146
H: -2.574 -5.243 -3.432
H: -2.906 -5.780 -1.214
H: -2.805 -7.544 -1.251
H: -4.386 -6.960 0.496
H: -5.255 -7.720 -0.855
H: -5.711 -5.415 -1.620
H: -7.339 -4.803 -0.009
H: -6.699 -6.030 1.076
H: -8.722 -6.831 0.041
H: -7.434 -7.831 -0.591
H: -6.964 -7.832 -2.741
H: -6.741 -6.117 -3.220
H: -8.104 -7.038 -3.844
C: 5.908 2.304 4.033
O: 6.240 3.460 4.793
C: 5.155 4.392 4.884
C: 4.675 4.502 6.338
N: 3.992 3.274 6.759
C: 3.711 3.228 8.198
C: 4.923 3.154 9.147
O: 5.658 1.933 9.043
C: 6.680 1.946 8.055
H: 6.810 1.694 3.931
H: 5.145 1.712 4.544
H: 5.563 2.583 3.033
H: 4.329 4.136 4.209
H: 5.548 5.365 4.570
H: 3.985 5.348 6.428
H: 5.549 4.699 6.967
H: 4.574 2.473 6.520
H: 3.095 2.336 8.367
H: 3.091 4.091 8.470
H: 4.533 3.178 10.171
H: 5.584 4.023 9.059
H: 7.122 2.937 7.921
H: 6.292 1.569 7.108
H: 7.469 1.258 8.379

Values from the calculation:
Charge: +1
2S+1: 1
Gap between HOMO and LUMO, eV: 6.649
Calculated total energy, eV: -66114.1427

# F16K3N8O32S16

F16K3N8O32S16 as an isolated structure at a distorted geometry (wB97M-V/def2-TZVPD, the Open Molecules 2025 dataset).

Element x y z (Å)
K: 1.420 2.005 -3.546
K: -2.278 2.379 -1.308
K: -0.822 3.508 3.702
N: 1.994 5.044 4.052
S: 2.133 6.150 5.274
O: 0.943 6.761 5.803
O: 3.359 6.878 5.348
F: 2.423 4.989 6.330
S: 2.078 6.108 2.927
O: 3.328 6.700 2.554
O: 0.885 6.904 2.722
F: 1.906 5.029 1.738
N: -0.779 7.301 -0.573
S: -0.330 5.907 -1.346
O: -0.346 5.937 -2.777
O: -0.680 4.653 -0.748
F: 1.202 6.034 -0.968
S: -2.227 7.371 -1.105
O: -3.102 6.280 -0.745
O: -2.441 8.039 -2.365
F: -2.696 8.537 -0.062
N: 0.705 1.575 4.984
S: -0.179 1.439 6.435
O: 0.278 0.506 7.411
O: -1.593 1.664 6.230
F: 0.243 2.867 7.011
S: 0.560 0.044 4.697
O: -0.708 -0.497 4.287
O: 1.548 -0.786 5.331
F: 1.257 0.157 3.264
N: 1.893 -4.602 1.131
S: 2.698 -5.801 1.720
O: 2.347 -6.323 3.018
O: 4.097 -5.761 1.380
F: 2.196 -6.944 0.669
S: 1.659 -3.688 2.528
O: 2.884 -3.280 3.153
O: 0.497 -3.964 3.310
F: 1.125 -2.373 1.756
N: 1.322 -4.830 -3.950
S: 1.799 -5.894 -4.992
O: 2.950 -6.702 -4.648
O: 1.545 -5.568 -6.379
F: 0.599 -6.915 -4.697
S: 2.487 -3.684 -4.170
O: 2.676 -3.156 -5.494
O: 3.613 -3.828 -3.297
F: 1.733 -2.438 -3.494
N: 0.418 1.524 -0.944
S: 1.243 2.017 0.279
O: 2.489 1.389 0.568
O: 0.338 2.504 1.297
F: 1.806 3.351 -0.408
S: 0.432 -0.160 -0.503
O: -0.376 -0.503 0.620
O: 1.616 -0.918 -0.735
F: -0.507 -0.571 -1.718
N: -1.946 -1.842 -4.622
S: -1.395 -0.631 -5.396
O: -0.894 0.457 -4.579
O: -2.018 -0.321 -6.653
F: -0.041 -1.302 -5.849
S: -3.380 -1.174 -4.088
O: -4.424 -0.943 -5.043
O: -3.225 -0.275 -2.973
F: -3.945 -2.457 -3.335
N: -2.646 -4.868 -1.315
S: -3.508 -3.752 -0.375
O: -3.227 -3.815 1.030
O: -4.853 -3.433 -0.739
F: -2.707 -2.433 -0.832
S: -3.717 -5.973 -1.332
O: -4.713 -5.801 -2.373
O: -4.150 -6.619 -0.104
F: -2.867 -7.181 -1.981

Values from the calculation:
Charge: -5
2S+1: 1
Gap between HOMO and LUMO, eV: 5.533
Calculated total energy, eV: -343252.9056

# C27H73F3NaO13S10

C27H73F3NaO13S10 as an isolated structure at a distorted geometry (wB97M-V/def2-TZVPD, the Open Molecules 2025 dataset).

Element x y z (Å)
Na: 2.334 -1.946 -4.073
C: 1.075 1.456 -6.802
C: 2.148 0.688 -6.025
C: 2.179 1.000 -4.527
O: 2.174 -0.665 -6.301
H: 1.092 2.518 -6.547
H: 0.064 1.063 -6.629
H: 1.244 1.228 -7.855
H: 3.093 1.130 -6.407
H: 3.004 0.593 -3.941
H: 1.259 0.563 -4.106
H: 2.052 2.072 -4.333
C: 1.578 -1.337 -0.660
O: 0.581 -0.762 0.147
O: 1.162 -1.595 -1.904
C: 2.939 -0.574 -0.512
F: 3.966 -1.332 -0.951
F: 2.977 0.615 -1.145
F: 3.219 -0.285 0.781
C: -0.115 0.394 -0.256
C: -1.077 0.672 0.871
H: -1.585 1.634 0.771
H: -1.832 -0.113 0.934
H: -0.544 0.714 1.822
H: -0.618 0.249 -1.218
H: 0.486 1.296 -0.444
H: 1.777 -2.281 -0.121
C: -4.251 -0.938 3.525
S: -4.479 -2.563 2.710
O: -5.943 -2.846 2.890
C: -4.441 -1.848 1.004
H: -3.310 -0.432 3.295
H: -4.382 -1.101 4.594
H: -5.019 -0.268 3.135
H: -3.892 -2.579 0.409
H: -3.839 -0.937 0.994
H: -5.438 -1.603 0.656
C: 4.927 -3.478 1.707
S: 3.840 -4.619 2.610
O: 4.477 -5.967 2.387
C: 4.197 -4.081 4.320
H: 5.024 -3.923 0.721
H: 5.881 -3.388 2.222
H: 4.415 -2.522 1.586
H: 3.691 -4.749 5.004
H: 3.906 -3.034 4.384
H: 5.285 -4.152 4.337
C: 2.293 0.606 3.403
S: 2.059 1.830 4.724
O: 3.350 1.979 5.500
C: 2.175 3.272 3.594
H: 3.363 0.495 3.237
H: 1.826 0.995 2.502
H: 1.836 -0.324 3.731
H: 3.089 3.166 3.006
H: 2.162 4.208 4.143
H: 1.385 3.269 2.838
C: -6.594 1.721 -0.411
S: -4.830 2.156 -0.520
O: -4.373 1.921 0.895
C: -4.252 0.840 -1.641
H: -7.010 1.826 -1.415
H: -6.920 2.522 0.247
H: -6.771 0.715 -0.041
H: -4.439 1.160 -2.664
H: -4.901 -0.017 -1.476
H: -3.205 0.623 -1.450
C: -0.317 5.268 1.210
S: -1.591 5.966 0.106
O: -1.645 7.414 0.464
C: -2.993 5.079 0.843
H: -0.368 5.635 2.233
H: 0.626 5.426 0.692
H: -0.494 4.188 1.282
H: -3.947 5.466 0.493
H: -2.890 5.276 1.912
H: -2.964 4.004 0.666
C: -1.616 -0.694 -4.127
S: -3.154 -1.544 -4.605
O: -4.353 -0.894 -3.968
C: -3.189 -0.965 -6.327
H: -1.525 -0.922 -3.064
H: -1.606 0.367 -4.374
H: -0.756 -1.138 -4.626
H: -3.487 0.083 -6.326
H: -3.939 -1.550 -6.856
H: -2.208 -1.061 -6.789
C: 2.801 4.247 -1.932
S: 3.925 5.693 -1.732
O: 3.683 6.327 -0.389
C: 5.379 4.627 -1.606
H: 3.014 3.931 -2.956
H: 1.771 4.588 -1.909
H: 3.143 3.479 -1.246
H: 6.268 5.228 -1.405
H: 5.511 4.241 -2.619
H: 5.344 3.856 -0.839
C: -3.425 2.586 4.023
S: -1.631 2.271 4.361
O: -1.211 0.846 4.124
C: -1.780 2.452 6.166
H: -3.564 2.561 2.944
H: -3.671 3.579 4.396
H: -4.008 1.808 4.514
H: -2.360 1.608 6.551
H: -2.285 3.402 6.326
H: -0.840 2.351 6.706
C: 2.855 -7.536 -2.806
S: 1.464 -6.635 -2.079
O: 1.504 -7.008 -0.608
C: 2.249 -4.984 -2.061
H: 2.636 -8.573 -3.041
H: 3.709 -7.407 -2.142
H: 3.150 -7.048 -3.743
H: 2.428 -4.638 -3.085
H: 3.192 -4.968 -1.521
H: 1.528 -4.287 -1.635
C: -0.878 -2.444 2.385
S: -0.851 -4.263 2.595
O: -2.170 -4.808 2.107
C: 0.466 -4.697 1.430
H: 0.085 -2.054 2.709
H: -1.692 -2.053 2.984
H: -1.020 -2.296 1.316
H: 0.933 -5.602 1.803
H: 1.157 -3.857 1.390
H: 0.081 -4.861 0.423

Values from the calculation:
Charge: -1
2S+1: 1
Gap between HOMO and LUMO, eV: 6.313
Calculated total energy, eV: -176714.9545